[1]
This record from the OMol25 dataset describes C2H3NO5S2 as an isolated structure in a non-equilibrium geometry. The level of theory is ωB97M-V/def2-TZVPD.

Each line ends with the Löwdin charge.
Geometry (Å):
C  -0.465  0.531  -0.609  -0.754
C  -1.596  0.969  0.341  -0.052
N  0.269  -0.495  -0.314  -0.231
O  0.072  -0.487  2.344  -0.615
O  2.940  0.543  -0.657  -0.517
O  -0.293  1.238  -1.633  -0.165
O  -0.581  -2.593  1.123  -0.615
O  2.558  -1.469  -1.838  -0.548
S  0.425  -1.476  1.246  0.639
S  2.061  -0.139  -1.566  0.707
H  -1.714  0.394  1.242  0.025
H  -2.508  1.026  -0.255  0.053
H  -1.168  1.958  0.578  0.072

LUMO	6.09	eV
strongest force on any atom	2.34	eV Å⁻¹
energy relative to the best compared isomer or geometry (same formula, charge and spin)	0.000	eV
energy	-35519.979	eV
Kohn-Sham gap	6.39	eV
net charge	-2

***

[2]
This record from the OMol25 dataset describes C2H3NOPS as an isolated structure in a non-equilibrium geometry. The level of theory is ωB97M-V/def2-TZVPD.

Each line ends with the Löwdin charge.
Geometry (Å):
C  -0.020  0.191  0.167  -0.547
C  1.447  0.156  -0.118  -0.083
N  -0.945  -1.130  -0.767  0.115
O  -2.114  -0.995  -0.398  -0.499
P  -2.826  0.227  0.501  0.858
S  -0.987  1.128  1.042  0.841
H  1.808  -0.215  0.819  0.088
H  2.062  1.146  -0.324  0.158
H  1.575  -0.509  -0.923  0.068

LUMO (spin up / spin down)	-6.52 / -6.33	eV
strongest force on any atom	5.46	eV Å⁻¹
energy relative to the best compared isomer or geometry (same formula, charge and spin)	2.772	eV
energy	-25772.016	eV
Kohn-Sham gap (spin up / spin down)	8.01 / 7.87	eV
net charge	+1

***

[3]
This record from the OMol25 dataset describes C2H3NOS in the gas phase in a non-equilibrium geometry. The level of theory is ωB97M-V/def2-TZVPD.

Each line ends with the Löwdin charge.
Geometry (Å):
C  0.016  -1.315  0.194  -0.203
N  -0.471  -0.185  -0.021  -0.320
S  0.805  1.081  -0.382  0.859
C  0.375  2.673  -1.263  -0.563
O  1.117  3.615  -1.388  -0.007
H  0.974  -1.657  -0.032  0.035
H  -0.728  -1.995  0.756  0.108
H  -0.602  2.401  -1.791  0.090

LUMO	0.42	eV
strongest force on any atom	3.26	eV Å⁻¹
energy relative to the best compared isomer or geometry (same formula, charge and spin)	2.340	eV
energy	-16492.859	eV
SMILES string	C=NSC=O
Kohn-Sham gap	9.99	eV

***

[4]
This record from the OMol25 dataset describes C2H3NOS in the gas phase in a non-equilibrium geometry. The level of theory is ωB97M-V/def2-TZVPD.

Each line ends with the Löwdin charge.
Geometry (Å):
N  0.475  -0.248  1.021  0.037
C  0.701  -0.085  -0.361  -0.636
O  1.748  -0.098  -0.986  0.064
C  -0.646  0.247  -0.735  -0.523
S  -2.136  0.150  -0.005  0.740
H  -0.745  -0.422  1.262  0.087
H  1.281  -0.618  1.511  0.088
H  -0.678  1.074  -1.708  0.143

LUMO	-1.80	eV
strongest force on any atom	8.31	eV Å⁻¹
energy relative to the best compared isomer or geometry (same formula, charge and spin)	2.393	eV
energy	-16492.805	eV
SMILES string	NC(=O)C=S
Kohn-Sham gap	7.84	eV

***

[5]
This record from the OMol25 dataset describes C2H3NOS in the gas phase in a non-equilibrium geometry. The level of theory is ωB97M-V/def2-TZVPD.

Each line ends with the Löwdin charge.
Geometry (Å):
C  -2.442  -1.062  -0.336  -0.004
N  -1.330  -0.613  -0.717  -0.047
O  -0.489  -0.244  0.301  -0.187
C  0.777  -0.063  -0.194  -0.736
S  1.763  1.001  0.468  0.711
H  -3.188  -1.282  -1.174  0.107
H  -2.692  -1.236  0.686  0.073
H  0.885  -0.509  -1.215  0.083

LUMO	-0.01	eV
strongest force on any atom	2.01	eV Å⁻¹
energy relative to the best compared isomer or geometry (same formula, charge and spin)	2.668	eV
energy	-16492.531	eV
SMILES string	C=NOC=S
Kohn-Sham gap	9.16	eV

***

[6]
This record from the OMol25 dataset describes a 2-piece molecular cluster, C2H3NOS overall in a non-equilibrium geometry. The level of theory is ωB97M-V/def2-TZVPD.

Each line ends with the Löwdin charge.
Geometry (Å):
N  -0.291  2.443  -0.846  0.119
C  0.437  1.843  -1.581  -0.383
O  1.119  1.303  -2.313  0.232
H  -1.225  2.712  -1.142  0.141
C  0.222  2.148  1.147  -0.673
S  -0.684  0.886  1.611  0.525
H  1.260  1.953  1.037  0.003
H  -0.018  3.132  1.617  0.037

LUMO (spin up / spin down)	0.12 / 0.12	eV
strongest force on any atom	3.31	eV Å⁻¹
energy relative to the best compared isomer or geometry (same formula, charge and spin)	1.906	eV
energy	-16493.293	eV
SMILES string	N=C=O.C=S
Kohn-Sham gap (spin up / spin down)	8.29 / 8.29	eV

***

[7]
This record from the OMol25 dataset describes C2H3NOS2 in the gas phase in a non-equilibrium geometry. The level of theory is ωB97M-V/def2-TZVPD.

Each line ends with the Löwdin charge.
Geometry (Å):
S  1.683  -0.804  -1.388  0.665
C  1.254  -1.559  -0.037  -0.756
N  0.245  -1.238  0.758  -0.085
O  -0.809  -0.404  0.369  -0.143
C  -0.601  0.914  0.576  -0.764
S  -1.768  1.982  0.493  0.748
H  1.790  -2.422  0.421  0.089
H  -0.011  -1.771  1.619  0.181
H  0.434  1.109  0.789  0.064

LUMO	0.02	eV
strongest force on any atom	2.52	eV Å⁻¹
energy relative to the best compared isomer or geometry (same formula, charge and spin)	2.858	eV
energy	-27327.919	eV
SMILES string	S=CNOC=S
Kohn-Sham gap	9.05	eV

***

[8]
This record from the OMol25 dataset describes C2H3NOS2 in the gas phase in a non-equilibrium geometry. The level of theory is ωB97M-V/def2-TZVPD.

Each line ends with the Löwdin charge.
Geometry (Å):
O  -2.134  -0.534  -0.222  -0.135
N  -1.031  0.203  0.135  -0.130
C  0.027  -0.488  -0.174  -0.254
C  1.540  0.038  0.036  -1.298
S  2.598  -1.185  -0.037  0.663
S  1.621  1.690  -0.150  0.769
H  -2.907  0.159  0.405  0.256
H  0.081  -1.625  -0.426  0.119
H  0.204  1.743  0.432  0.010

LUMO	-0.74	eV
strongest force on any atom	7.18	eV Å⁻¹
energy relative to the best compared isomer or geometry (same formula, charge and spin)	4.549	eV
energy	-27326.228	eV
SMILES string	O/N=C/C(=S)S
Kohn-Sham gap	8.25	eV

***

[9]
This record from the OMol25 dataset describes C2H3NOS2 as an isolated structure in a non-equilibrium geometry. The level of theory is ωB97M-V/def2-TZVPD.

Each line ends with the Löwdin charge.
Geometry (Å):
C  0.883  0.857  0.127  -0.275
C  1.337  -0.368  0.366  -0.506
N  -1.008  -0.005  -0.898  -0.540
O  -0.189  1.028  -0.659  -0.258
S  0.420  -1.700  -0.344  0.730
S  -2.291  0.071  0.204  0.764
H  1.241  1.783  0.561  0.125
H  2.246  -0.561  0.966  0.079
H  -2.638  -1.104  -0.323  -0.118

LUMO (spin up / spin down)	-1.18 / -1.23	eV
strongest force on any atom	3.13	eV Å⁻¹
energy relative to the best compared isomer or geometry (same formula, charge and spin)	5.014	eV
energy	-27325.763	eV
Kohn-Sham gap (spin up / spin down)	6.99 / 6.91	eV

***

[10]
This record from the OMol25 dataset describes a 2-piece molecular cluster, C2H3NOS3 overall in a non-equilibrium geometry. The level of theory is ωB97M-V/def2-TZVPD.

Each line ends with the Löwdin charge.
Geometry (Å):
N  0.710  1.700  0.157  0.214
C  0.680  0.615  0.502  -0.420
C  0.818  -0.624  1.017  -1.097
S  2.362  -1.040  1.484  0.708
S  -0.485  -1.586  1.625  0.936
O  -1.774  -0.833  0.926  -0.471
H  -2.568  -0.895  1.612  0.123
S  0.034  0.578  -2.950  0.492
H  0.992  0.636  -2.086  -0.289
H  -0.769  1.450  -2.288  -0.195

LUMO	-1.84	eV
strongest force on any atom	4.75	eV Å⁻¹
energy relative to the best compared isomer or geometry (same formula, charge and spin)	2.070	eV
energy	-38163.335	eV
SMILES string	N#CC(=S)SO.S
Kohn-Sham gap	7.68	eV

***

[11]
This record from the OMol25 dataset describes C2H3NP2 in the gas phase in a non-equilibrium geometry. The level of theory is ωB97M-V/def2-TZVPD.

Each line ends with the Löwdin spin population.
Geometry (Å):
C  0.178  1.194  0.681  0.219
C  0.718  -1.221  0.375  0.699
N  1.383  1.169  1.116  0.046
P  2.044  -0.381  1.235  0.681
P  -0.755  -0.271  0.217  0.241
H  -0.092  2.254  0.675  0.006
H  0.902  -2.259  0.437  0.036
H  -1.028  0.198  -1.058  0.073

LUMO (spin up / spin down)	0.91 / -2.61	eV
strongest force on any atom	2.56	eV Å⁻¹
multiplicity	3
energy relative to the best compared isomer or geometry (same formula, charge and spin)	0.173	eV
energy	-22185.947	eV
Kohn-Sham gap (spin up / spin down)	7.62 / 7.04	eV

***

[12]
This record from the OMol25 dataset describes C2H3NP2 in the gas phase in a non-equilibrium geometry. The level of theory is ωB97M-V/def2-TZVPD.

Each line ends with the Löwdin spin population.
Geometry (Å):
C  -0.163  -2.183  -0.607  0.051
C  -0.984  0.382  0.375  0.645
N  -0.155  -3.329  -0.653  0.083
P  1.877  0.451  -1.223  0.714
P  0.132  -0.426  -0.590  0.388
H  -0.943  1.458  0.364  0.033
H  -1.943  -0.082  0.530  0.034
H  2.539  -0.768  -1.354  0.051

LUMO (spin up / spin down)	0.25 / -2.42	eV
strongest force on any atom	3.10	eV Å⁻¹
multiplicity	3
energy relative to the best compared isomer or geometry (same formula, charge and spin)	0.385	eV
energy	-22185.735	eV
Kohn-Sham gap (spin up / spin down)	7.01 / 7.78	eV